(one)
Molecular formula: CH5OS
Method: DFT, ωB97M-V/def2-TZVPD

## Properties
E_HOMO ... -0.09834 Eh
HOMO-LUMO gap ... 6.685 eV
Total charge ... -1
Lowest unoccupied orbital energy ... 4.009 eV

CARTESIAN COORDINATES (ANGSTROEM)
S  -1.49017  1.50913  2.23305
H  -2.54239  1.25660  1.44064
C  0.76950  -0.46229  -0.96303
O  0.39291  -1.05256  0.26507
H  1.59593  -1.05250  -1.37365
H  -0.05857  -0.38940  -1.67249
H  1.20146  0.53058  -0.80480
H  0.13132  -0.33956  0.87521

Mulliken atomic charge list, values in e, 4 entries: atom 1 (S): -0.889, atom 2 (H): -0.047, atom 3 (C): -0.504, atom 4 (O): -0.472

(two)
Molecular formula: CH5OS
Method: DFT, ωB97M-V/def2-TZVPD

## Properties
E_HOMO ... -0.08562 Eh
HOMO-LUMO gap ... 6.655 eV
Total charge ... -1
Lowest unoccupied orbital energy ... 4.325 eV

CARTESIAN COORDINATES (ANGSTROEM)
C  1.27715  -0.16462  -0.16666
S  0.09436  -1.12169  -1.14683
H  2.04738  0.34303  -0.76754
H  0.75746  0.64198  0.36975
H  1.85178  -0.78451  0.52949
H  -1.57448  -0.16321  -0.04627
H  -2.51668  0.97861  0.46487
O  -1.93697  0.27042  0.76318

Mulliken atomic charge list, values in e, 4 entries: atom 1 (C): -0.706, atom 2 (S): -0.762, atom 3 (H): 0.201, atom 4 (H): 0.203

Relative energies with respect to the most stable structure, expressed in kJ/mol: (one) 16.6; (two) 0.0.